ORCA calculation (ωB97M-V/def2-TZVPD) on an isolated ion of composition C24H17N4OS and charge +1 at a distorted geometry.

- Molar mass: 409.49 g mol⁻¹
- Total charge: +1
- Energy relative to the best compared isomer or geometry (same formula, charge and spin): 174.9 kJ/mol
- Structure (SMILES): Cc1ccc[n+]([C@H](C=C(C#N)C#N)C(=O)N2c3ccccc3Sc3ccccc32)c1
- LUMO energy: -4.65 eV
- Kohn-Sham gap: 6.486 eV
- 2S+1: 1

Positions of all 47 atoms, in Å:
N (-4.766, -1.733, 0.209)
N (-3.184, -5.584, 1.132)
O (0.346, -1.818, -1.722)
C (-3.821, -2.410, 0.382)
C (-2.928, -4.507, 0.821)
S (1.121, 2.546, -0.318)
C (-0.326, -1.034, -1.115)
C (-2.594, -3.164, 0.483)
C (-1.222, -2.708, 0.618)
C (2.836, 1.894, -3.869)
C (-2.819, 2.926, 0.698)
C (2.040, 0.894, -4.362)
C (-3.427, 1.919, -0.035)
C (2.431, 2.379, -2.562)
C (-1.431, 3.218, 0.475)
C (0.955, 0.304, -3.725)
C (-2.604, 1.065, -0.816)
C (1.862, -0.340, 3.369)
C (0.587, 0.307, 3.343)
C (1.399, 1.774, -1.843)
C (-0.602, 2.388, -0.309)
C (0.647, 0.668, -2.380)
C (-1.196, 1.211, -0.959)
C (2.306, -1.069, 2.281)
C (-0.237, -0.080, 2.302)
C (1.390, -1.368, 1.265)
N (-0.472, 0.187, -1.645)
N (0.134, -0.932, 1.333)
C (3.781, -1.503, 2.338)
C (-0.821, -1.312, 0.331)
H (-0.572, -3.536, 0.753)
H (3.712, 2.330, -4.377)
H (-3.474, 3.608, 1.301)
H (2.286, 0.703, -5.382)
H (-4.448, 1.739, 0.082)
H (3.026, 3.192, -2.122)
H (-0.966, 4.021, 1.078)
H (0.407, -0.412, -4.288)
H (-3.098, 0.182, -1.398)
H (2.444, -0.010, 4.182)
H (0.252, 0.968, 4.128)
H (-1.306, 0.260, 2.374)
H (1.667, -1.938, 0.340)
H (3.887, -2.340, 1.779)
H (4.396, -0.584, 2.073)
H (4.052, -1.680, 3.331)
H (-1.649, -0.616, 0.423)

Mulliken population analysis, charges in e, atoms 1 to 6: number 1, N, carries -0.4137; number 2, N, carries -0.3652; number 3, O, carries -0.5741; number 4, C, carries 0.0872; number 5, C, carries -0.3511; number 6, S, carries -0.2723